No. 1
The following is a DFT calculation (ωB97M-V/def2-TZVPD) of a cluster of 2 separate species, C3H5ClN4O2 in total at a distorted geometry.

Last column: Löwdin charge in e.
Geometry (Å):
C -0.638 -1.910 -0.290  -0.20
C -0.523 0.270 0.067  -0.35
C 1.962 0.260 -0.172  -0.02
N 0.557 -1.592 -0.609  0.12
N -1.407 -0.813 0.000  -0.46
N 0.591 -0.185 -0.508  -0.11
N -0.883 1.672 -0.054  -0.37
O -0.078 2.465 -0.473  0.10
O -2.000 1.962 0.274  0.05
Cl -3.045 -0.829 0.455  0.75
H -1.057 -2.958 -0.264  0.15
H -0.377 0.285 2.085  0.10
H 1.970 0.356 0.857  0.04
H 2.697 -0.304 -0.737  0.08
H 2.229 1.322 -0.631  0.12

HOMO energy (spin up / spin down), Ha: -0.29885 / -0.29890
Relative energy (zero: lowest compared OMol25 entry of this formula, charge and spin), kcal/mol: 58.4
Kohn-Sham gap (spin up / spin down), eV: 7.21 / 7.21
Lowest unoccupied orbital energy (spin up / spin down), hartree: -0.0339 / -0.0339

=====

No. 2
The following is a DFT calculation (ωB97M-V/def2-TZVPD) of the molecule C5H9N at a distorted geometry.

Last column: Löwdin charge in e.
Geometry (Å):
C 1.496 2.468 0.524  -0.01
C 0.986 1.719 -0.452  -0.23
C 0.773 0.248 -0.516  -0.11
C -0.426 -0.204 -0.133  -0.18
N -0.834 -1.516 -0.295  -0.11
C -1.627 -2.235 0.686  -0.12
H 1.576 3.539 0.508  0.05
H 1.805 1.881 1.389  0.06
H 0.724 2.270 -1.362  0.09
H 1.674 -0.290 -0.776  0.10
H -1.167 0.496 0.238  0.12
H -0.719 -2.056 -1.133  0.12
H -1.186 -3.214 0.862  0.07
H -1.716 -1.714 1.634  0.08
H -2.663 -2.368 0.352  0.07

HOMO energy, Ha: -0.29194
Relative energy (zero: lowest compared OMol25 entry of this formula, charge and spin), kcal/mol: 47.0
Kohn-Sham gap, eV: 9.12
Lowest unoccupied orbital energy, hartree: 0.0434

=====

No. 3
The following is a DFT calculation (ωB97M-V/def2-TZVPD) of the molecule C16H23ClN2O.

Last column: Löwdin charge in e.
Geometry (Å):
C 1.220 4.159 -2.695  -0.07
C 0.477 2.877 -3.078  -0.39
C -1.037 3.098 -3.052  -0.06
C 0.863 1.738 -2.167  -0.22
C 1.461 0.596 -2.679  -0.03
C 1.802 -0.463 -1.855  -0.04
C 1.559 -0.398 -0.492  -0.23
C 1.892 -1.539 0.434  -0.15
N 0.742 -1.834 1.261  -0.18
C 0.986 -2.613 2.453  -0.15
C -0.178 -2.345 3.426  -0.10
N -1.351 -1.926 2.680  -0.07
C -1.943 -0.761 3.006  -0.52
O -1.642 -0.129 4.000  0.05
C -3.091 -0.277 2.127  -0.45
Cl -2.518 0.235 0.516  0.64
C -1.528 -2.682 1.464  -0.14
C -0.358 -2.392 0.504  -0.17
C 0.969 0.748 0.028  -0.05
C 0.624 1.798 -0.798  -0.04
H 0.980 4.957 -3.394  0.08
H 2.295 3.993 -2.713  0.08
H 0.940 4.483 -1.696  0.07
H 0.765 2.610 -4.101  0.13
H -1.316 3.883 -3.752  0.08
H -1.558 2.184 -3.329  0.08
H -1.367 3.390 -2.058  0.07
H 1.657 0.526 -3.740  0.11
H 2.259 -1.347 -2.278  0.11
H 2.712 -1.239 1.094  0.13
H 2.226 -2.418 -0.148  0.12
H 1.925 -2.295 2.909  0.12
H 1.066 -3.694 2.231  0.12
H -0.415 -3.243 4.007  0.13
H 0.065 -1.533 4.114  0.12
H -3.528 0.600 2.604  0.08
H -3.853 -1.044 1.986  0.08
H -1.534 -3.742 1.743  0.13
H -2.477 -2.451 0.987  0.10
H -0.650 -1.658 -0.249  0.09
H -0.067 -3.325 -0.017  0.13
H 0.770 0.798 1.088  0.11
H 0.158 2.673 -0.370  0.11

HOMO energy, Ha: -0.31794
Relative energy (zero: lowest compared OMol25 entry of this formula, charge and spin), kcal/mol: 14.7
Kohn-Sham gap, eV: 9.46
Lowest unoccupied orbital energy, hartree: 0.0296